{
  "formula": "C23H38BF3N5O10",
  "method": "ωB97M-V/def2-TZVPD",
  "charge": 1,
  "orbital_gap_ha": 0.2934,
  "multiplicity": 1,
  "total_energy_ev": -61216.2097,
  "max_force_ev_per_a": 3.2,
  "e_lumo_ev": -3.92,
  "species": ["C", "N", "C", "B", "O", "N", "N", "N", "C", "C", "C", "O", "C", "C", "F", "F", "F", "N", "H", "H", "H", "H", "H", "H", "H", "H", "H", "H", "H", "H", "H", "H", "O", "C", "O", "C", "C", "C", "H", "H", "H", "H", "H", "H", "O", "C", "O", "C", "C", "C", "H", "H", "H", "H", "H", "H", "O", "C", "O", "C", "C", "C", "H", "H", "H", "H", "H", "H", "O", "C", "O", "C", "C", "C", "H", "H", "H", "H", "H", "H"],
  "coordinates": [[0.69448, -0.67528, 1.27968], [1.63865, -0.46070, 0.09738], [0.75163, -0.07185, -1.04799], [2.46654, 0.60532, 0.52377], [3.52957, 0.38606, 1.38575], [2.17093, 2.05374, 0.08077], [2.27534, 2.65410, -1.01576], [1.84229, 3.90089, -0.87238], [1.48939, 4.02575, 0.39476], [0.92383, 5.23965, 1.08920], [-0.15988, 5.85174, 0.11875], [-1.35998, 5.14298, 0.37426], [-1.71496, 4.24804, -0.65558], [-2.60644, 3.17351, -0.03728], [-2.96915, 2.26753, -0.94480], [-3.71518, 3.66756, 0.48055], [-1.91274, 2.51116, 0.91209], [1.69699, 2.87077, 1.03427], [-0.19230, -1.15981, 0.86791], [1.18372, -1.27102, 2.04753], [0.38461, 0.31315, 1.67688], [0.23033, -0.97342, -1.35486], [1.29822, 0.39639, -1.87022], [0.01295, 0.66231, -0.65651], [3.19956, 0.49957, 2.29412], [1.72324, 5.95852, 1.29842], [0.36672, 4.94124, 1.98344], [0.18320, 5.75738, -0.91901], [-0.27185, 6.90322, 0.40156], [-0.86818, 3.75750, -1.15639], [-2.31736, 4.73916, -1.43911], [1.54420, 2.61437, 2.00271], [1.03546, -2.21931, -2.79496], [2.15369, -2.65879, -2.80576], [2.42917, -3.96961, -2.95779], [3.84482, -4.19387, -2.81780], [4.48879, -2.85224, -3.11532], [3.43600, -1.87532, -2.61280], [4.04269, -4.53569, -1.79911], [4.16017, -4.96733, -3.51426], [5.46467, -2.72995, -2.64804], [4.61481, -2.73139, -4.19251], [3.55674, -1.65332, -1.55028], [3.42289, -0.95629, -3.19644], [-0.61133, -1.58348, 3.53615], [-1.67673, -1.04475, 3.65467], [-2.11118, -0.07423, 2.80846], [-3.37236, 0.44751, 3.27344], [-3.94834, -0.64517, 4.15590], [-2.69720, -1.28467, 4.74321], [-3.18452, 1.37270, 3.82395], [-4.00931, 0.67141, 2.41994], [-4.64363, -0.26925, 4.90436], [-4.47676, -1.37612, 3.54411], [-2.36766, -0.78060, 5.65364], [-2.83095, -2.34889, 4.92523], [-4.47278, -5.09251, 5.33958], [-5.43116, -4.74326, 4.71826], [-5.63069, -3.45585, 4.32302], [-6.91948, -3.33497, 3.69358], [-7.27159, -4.73951, 3.23315], [-6.60087, -5.60424, 4.29436], [-7.62914, -2.94735, 4.42804], [-6.85363, -2.63358, 2.86325], [-8.34355, -4.90482, 3.14060], [-6.81657, -4.93532, 2.26030], [-7.24838, -5.76875, 5.15694], [-6.25792, -6.55280, 3.89056], [4.36873, -1.10105, -6.21556], [4.76417, -0.01193, -5.92199], [5.75981, 0.20335, -5.02187], [5.92670, 1.61497, -4.80873], [5.34332, 2.27753, -6.04501], [4.23172, 1.30983, -6.43339], [5.39230, 1.89387, -3.89614], [6.98356, 1.83858, -4.67894], [5.00117, 3.29574, -5.86632], [6.09387, 2.31007, -6.83652], [3.29479, 1.53499, -5.92066], [4.07739, 1.27611, -7.50835]],
  "forces_ev_per_a": [[0.9, -0.1, -0.4], [-0.9, 2.1, -0.5], [-0.3, 0.3, 1.0], [1.2, -2.9, -0.3], [-1.5, 1.3, 0.3], [0.5, -1.2, 1.8], [-0.1, 0.6, -1.2], [0.2, -0.1, 0.2], [-0.4, 1.1, 1.5], [-0.6, -0.1, -1.5], [0.8, -0.1, 1.1], [0.3, 0.0, -0.6], [-0.9, 0.0, -0.4], [0.7, 0.0, -0.5], [0.1, -0.2, -0.4], [-0.2, 0.2, 0.5], [-0.1, 0.0, 0.4], [0.0, 0.6, -1.1], [0.2, -0.1, 0.4], [-0.3, 0.0, -0.1], [-0.2, -0.5, 0.1], [0.0, 0.3, -0.3], [0.0, -0.5, 0.0], [0.1, -0.2, -0.4], [0.8, -0.3, 0.1], [-0.1, -0.2, 0.1], [0.4, 0.1, 0.0], [-0.2, 0.2, 0.2], [-0.3, -0.2, -0.2], [-0.1, 0.1, 0.3], [0.2, 0.0, 0.2], [0.0, -0.1, -0.1], [0.1, -0.5, -0.4], [-0.2, 0.1, 0.2], [-0.1, 0.2, 0.0], [0.3, -0.1, 0.0], [0.3, 0.1, -0.1], [0.3, -0.2, -0.4], [-0.1, 0.0, 0.0], [-0.2, 0.0, 0.0], [0.0, -0.1, 0.0], [0.0, 0.0, 0.0], [-0.1, 0.0, 0.0], [-0.2, 0.1, 0.1], [-0.1, 0.3, -0.2], [0.1, -0.2, 0.6], [0.2, -0.1, 0.0], [-0.3, 0.1, 0.1], [-0.2, 0.0, 0.1], [-0.5, 0.0, -0.4], [0.1, 0.0, 0.0], [0.2, 0.0, -0.1], [0.0, 0.0, 0.0], [0.0, 0.0, 0.0], [0.1, -0.1, 0.0], [0.2, 0.0, 0.2], [0.1, 0.4, -0.1], [0.0, -0.5, 0.4], [0.0, 0.0, -0.1], [-0.2, 0.1, -0.1], [-0.2, -0.2, -0.1], [-0.1, 0.3, -0.5], [0.0, 0.0, 0.0], [0.2, 0.1, 0.1], [0.0, 0.1, 0.0], [0.0, 0.0, 0.0], [0.1, -0.1, 0.0], [0.1, -0.1, 0.3], [0.2, -0.1, 0.2], [-0.5, -0.1, -0.1], [-0.1, -0.1, 0.0], [0.1, 0.2, 0.0], [-0.1, 0.2, -0.1], [0.5, 0.3, 0.0], [0.0, 0.0, 0.0], [0.0, -0.2, 0.1], [0.0, 0.0, 0.1], [0.0, 0.0, 0.0], [-0.1, -0.1, -0.1], [-0.3, -0.2, 0.1]]
}

{
  "formula": "C23H38BF4LiO11",
  "method": "ωB97M-V/def2-TZVPD",
  "charge": 0,
  "orbital_gap_ha": 0.2386,
  "de_lowest_kcal_mol": 45.7,
  "multiplicity": 1,
  "total_energy_ev": -58738.1254,
  "max_force_ev_per_a": 12.4,
  "e_lumo_ev": -0.99,
  "species": ["Li", "B", "F", "F", "F", "F", "C", "O", "H", "H", "H", "H", "C", "O", "H", "H", "H", "H", "C", "O", "H", "H", "H", "H", "C", "O", "H", "H", "H", "H", "C", "O", "H", "H", "H", "H", "C", "C", "C", "C", "C", "C", "O", "O", "H", "H", "H", "H", "H", "H", "C", "C", "C", "C", "C", "C", "O", "O", "H", "H", "H", "H", "H", "H", "C", "C", "C", "C", "C", "C", "O", "O", "H", "H", "H", "H", "H", "H"],
  "coordinates": [[2.10766, 3.50322, -0.85726], [0.36784, 0.56941, -0.78693], [0.62502, 0.08968, -1.97772], [-1.05904, 0.43435, -0.61764], [0.99334, -0.09097, 0.26200], [0.81111, 1.91297, -0.80782], [4.52216, 0.01261, 1.02972], [5.66900, 0.65007, 1.29156], [3.49911, 0.48127, 1.40021], [4.39351, -0.99279, 1.29252], [4.41442, -0.01225, 0.08076], [6.20634, -0.07986, 1.57926], [-2.78266, -2.71926, -0.27474], [-1.46932, -2.45986, 0.05391], [-3.31918, -2.46386, 0.60029], [-2.86127, -3.65347, -0.63250], [-3.09606, -1.91195, -1.00661], [-1.19896, -1.71036, -0.21244], [4.64816, 1.72719, -2.27228], [3.17362, 1.97271, -2.36146], [5.42380, 2.12278, -2.98967], [4.89332, 0.66897, -2.25766], [4.72906, 2.10880, -1.32220], [2.88324, 1.30981, -2.85615], [-1.43897, -1.13469, -5.44246], [-0.14487, -1.20120, -4.85044], [-1.29865, -1.09862, -6.55703], [-1.95969, -0.22990, -5.21280], [-2.01856, -2.02683, -5.15784], [-0.10991, -0.87238, -3.87475], [-0.50909, 4.81699, -0.29663], [0.85711, 4.92874, -0.25689], [-1.10175, 5.91734, -0.60844], [-0.94520, 4.78590, 0.78425], [-1.07032, 3.99675, -0.69680], [1.02944, 5.81166, 0.07855], [-0.32894, -1.28543, 4.45135], [-0.13379, -0.19218, 3.50759], [-1.09654, 0.89480, 3.44366], [-2.03304, 1.03621, 4.50309], [-2.16291, 0.06182, 5.57745], [-1.22356, -1.08420, 5.46599], [-1.42533, -2.06686, 6.42050], [-1.01112, 1.83452, 2.53637], [0.17859, -2.17377, 4.51287], [0.69071, -0.17252, 2.84738], [-2.60897, 1.91135, 4.51149], [-2.89341, -0.11712, 6.37638], [-0.99517, -2.79706, 6.10315], [-0.44971, 1.63224, 1.91948], [2.62389, -4.53665, 3.83993], [2.89010, -3.56083, 2.83197], [1.90641, -3.30953, 1.93635], [0.57629, -3.79944, 2.06073], [0.36684, -4.83506, 3.08972], [1.37675, -5.09983, 4.02223], [1.21118, -5.88972, 5.10422], [2.15537, -2.51140, 0.83736], [3.29135, -4.88095, 4.53278], [4.00054, -3.46072, 2.54193], [-0.42568, -3.87705, 1.25763], [-0.62749, -5.33706, 3.03354], [1.67824, -5.65970, 5.86236], [1.59777, -1.94464, 0.60571], [-1.96668, 2.41465, -3.34625], [-1.92919, 2.64321, -4.76576], [-3.06320, 2.79384, -5.45694], [-4.24433, 2.72842, -4.89901], [-4.32255, 2.51184, -3.58960], [-3.22625, 2.23261, -2.77256], [-3.29189, 2.05859, -1.42977], [-2.86320, 3.16232, -6.83778], [-0.94248, 2.23065, -3.04859], [-0.87463, 2.81743, -5.14554], [-5.15137, 2.74587, -5.59633], [-5.29256, 2.45573, -3.28482], [-2.68407, 1.47704, -1.01552], [-2.13972, 3.78559, -6.81061]],
  "forces_ev_per_a": [[-0.6, -0.9, -0.3], [-1.4, 0.0, 1.6], [1.1, -1.6, -3.0], [0.3, 0.7, 0.5], [0.1, 0.0, 0.2], [0.0, 1.6, 0.7], [-5.0, 0.9, 4.0], [2.3, 0.9, 1.5], [2.2, -0.3, -0.2], [0.4, -1.6, 1.1], [-1.2, -0.1, -6.9], [1.2, 0.3, 0.4], [-0.1, 5.4, -0.3], [-0.8, -8.7, 3.2], [-1.4, -0.6, 0.9], [-0.7, -3.3, -1.2], [-0.1, -1.3, 0.2], [2.9, 8.6, -3.0], [-0.6, -0.4, -1.0], [3.9, 4.2, 2.2], [-1.6, 0.5, 0.2], [-0.5, -0.3, 0.2], [1.6, 0.8, 2.2], [-2.8, -4.3, -3.3], [0.7, -0.6, -0.7], [0.5, 0.9, 2.2], [0.0, -0.3, 1.0], [-0.5, 0.6, 0.5], [-0.1, 0.4, -0.2], [-0.6, -0.8, -2.6], [-5.7, 4.2, 3.1], [1.8, -0.5, -0.8], [2.0, -3.2, 0.1], [1.0, -0.1, -1.3], [0.9, -0.7, -1.2], [0.3, -0.1, 0.0], [-1.0, 4.6, -0.8], [-2.8, -0.2, 1.5], [1.5, -3.8, 3.6], [0.4, -2.6, 1.6], [3.1, -1.5, -2.9], [-3.1, 1.8, 0.7], [-1.5, 3.0, 0.8], [-5.0, 3.7, 3.9], [1.8, -1.8, -0.5], [0.6, -0.3, -0.9], [-1.0, 1.0, -0.1], [0.2, 1.0, -0.5], [1.7, -3.2, -0.9], [5.0, -2.0, -5.6], [-1.7, 1.9, -2.0], [2.6, -2.9, 0.8], [-3.4, 1.9, -2.2], [-2.1, -4.3, 0.5], [-0.5, 1.9, -1.6], [0.2, 1.2, -0.6], [-2.6, -2.1, -1.5], [9.1, -7.8, 3.1], [2.3, -0.4, 1.4], [-2.0, 0.7, 0.6], [3.8, 1.3, 2.1], [1.0, 0.3, 0.6], [1.5, 1.0, 1.6], [-8.1, 7.3, -2.6], [0.0, -0.5, -3.5], [3.0, 0.1, 3.3], [3.7, 1.5, -5.0], [-3.9, -0.1, -2.6], [0.7, -1.1, 2.1], [2.2, 0.9, 0.3], [-2.8, 1.1, 0.0], [-1.2, -0.6, 1.1], [-0.4, 0.0, 1.4], [-1.6, -0.4, -0.1], [1.2, 0.3, 1.4], [-2.4, -0.3, 1.8], [1.5, -1.0, 0.0], [0.2, 0.1, -0.2]]
}

{
  "formula": "C23H38FN3PSSiSn",
  "method": "ωB97M-V/def2-TZVPD",
  "charge": 1,
  "orbital_gap_ha": 0.2806,
  "de_lowest_kcal_mol": 10.2,
  "multiplicity": 1,
  "total_energy_ev": -65485.0297,
  "max_force_ev_per_a": 1.1,
  "e_lumo_ev": -2.42,
  "species": ["Sn", "C", "C", "N", "C", "C", "S", "C", "C", "N", "H", "H", "H", "H", "H", "H", "H", "H", "H", "H", "H", "H", "H", "H", "C", "Si", "C", "C", "N", "C", "C", "C", "C", "C", "C", "F", "H", "H", "H", "H", "H", "H", "H", "H", "H", "H", "H", "H", "H", "C", "P", "C", "C", "C", "C", "C", "C", "C", "H", "H", "H", "H", "H", "H", "H", "H", "H", "H", "H"],
  "coordinates": [[0.29516, -0.51826, -0.18961], [3.49224, 0.42497, -1.19119], [2.86335, 1.54244, -0.35967], [2.05821, 1.00684, 0.73973], [2.78453, 0.53837, 1.92017], [3.50997, -0.80263, 1.82089], [2.58310, -2.18016, 1.04936], [3.53538, -2.53678, -0.46847], [2.94339, -1.91687, -1.73138], [2.46326, -0.55811, -1.51560], [3.92791, 0.86348, -2.09637], [4.29495, -0.05170, -0.63404], [3.64667, 2.21924, 0.00398], [2.17547, 2.10454, -0.99883], [1.46829, 1.77012, 1.06581], [3.52637, 1.28433, 2.23322], [2.03758, 0.44144, 2.71097], [4.46731, -0.72876, 1.31123], [3.69677, -1.13743, 2.84208], [4.55967, -2.21183, -0.29503], [3.53892, -3.62325, -0.55514], [3.70560, -1.95881, -2.52188], [2.08172, -2.50999, -2.05599], [2.00782, -0.25313, -2.37537], [0.87638, -0.03255, -4.13601], [-0.40681, 1.17642, -3.39672], [0.33335, 2.89960, -3.78598], [-1.92255, 0.61646, -4.41551], [-0.64883, 1.03296, -1.65365], [-1.69483, 1.78470, -1.15051], [-2.48958, 2.67046, -1.90038], [-3.54260, 3.37667, -1.35572], [-3.88089, 3.25738, -0.01871], [-3.10672, 2.42873, 0.76815], [-2.06270, 1.74533, 0.19543], [-1.30175, 0.96516, 1.06100], [0.64129, -0.09643, -5.19179], [0.80003, -1.04444, -3.74796], [1.90084, 0.31852, -4.09078], [0.50194, 3.02542, -4.85215], [1.29501, 3.02718, -3.29159], [-0.30035, 3.71402, -3.45250], [-1.77312, 0.86097, -5.46340], [-2.87477, 1.03032, -4.10465], [-2.00794, -0.46603, -4.35366], [-2.28059, 2.82322, -2.94241], [-4.10831, 4.03936, -1.99191], [-4.70645, 3.80711, 0.40013], [-3.29381, 2.30855, 1.82170], [0.45600, -1.89203, 4.33213], [-0.31117, -0.79051, 3.06444], [-1.04566, 0.43843, 4.23037], [-1.76219, -1.79905, 2.61047], [-3.06474, -1.32554, 2.70103], [-4.12578, -2.12825, 2.32079], [-3.89441, -3.39985, 1.82381], [-2.59442, -3.86368, 1.69177], [-1.53094, -3.06566, 2.07571], [-0.29397, -2.22035, 5.04906], [1.22976, -1.33063, 4.85320], [0.91291, -2.75591, 3.85982], [-1.71086, -0.06421, 4.93061], [-1.58959, 1.21096, 3.69415], [-0.23763, 0.91256, 4.78702], [-3.25946, -0.33242, 3.07506], [-5.13474, -1.75959, 2.42211], [-4.72514, -4.02357, 1.53217], [-2.41375, -4.85185, 1.29667], [-0.51411, -3.43601, 1.99033]],
  "forces_ev_per_a": [[-0.1, 0.4, -0.6], [-0.1, 0.4, 0.3], [0.2, 0.0, -0.4], [-0.7, 0.1, -0.1], [0.1, -0.2, 0.4], [-0.2, -0.3, -0.1], [0.2, -0.1, 0.1], [-0.2, 0.1, 0.3], [0.0, -0.3, 0.0], [-0.5, 0.2, -0.4], [0.1, -0.1, 0.1], [0.0, 0.0, -0.1], [-0.1, 0.0, 0.0], [0.1, 0.1, 0.0], [0.0, -0.1, 0.0], [-0.1, 0.0, 0.0], [0.1, 0.1, -0.1], [0.1, 0.0, 0.1], [0.2, 0.1, 0.0], [0.0, -0.1, 0.0], [0.1, 0.1, -0.1], [-0.1, 0.0, 0.0], [0.1, 0.0, 0.0], [0.2, -0.1, 0.1], [-0.3, 0.3, 0.5], [0.3, -0.1, -0.4], [-0.5, -0.6, 0.0], [0.3, 0.5, 0.5], [0.9, -0.7, 0.0], [-0.1, 0.1, 0.4], [0.0, 0.0, 0.1], [-0.1, 0.1, 0.0], [0.0, 0.0, -0.1], [0.1, -0.1, 0.1], [-0.3, 0.2, 0.0], [0.1, 0.1, -0.3], [-0.1, 0.0, -0.3], [0.0, -0.3, 0.0], [0.4, 0.1, 0.0], [0.0, 0.0, -0.2], [0.1, -0.1, 0.1], [-0.1, 0.2, 0.0], [0.1, 0.1, -0.2], [-0.1, 0.1, 0.0], [0.1, -0.2, 0.1], [0.0, 0.0, -0.2], [-0.1, 0.1, -0.1], [-0.1, 0.0, 0.1], [0.0, 0.0, 0.2], [0.0, 0.2, -0.2], [-0.2, -0.2, 0.6], [0.2, -0.1, -0.3], [0.3, 0.2, -0.2], [0.1, 0.0, 0.0], [-0.1, 0.0, 0.0], [0.0, 0.0, 0.0], [0.0, -0.1, 0.0], [0.0, 0.0, 0.1], [0.0, 0.0, 0.0], [0.1, 0.0, 0.1], [0.1, -0.1, 0.0], [0.0, 0.0, 0.1], [0.0, 0.1, 0.0], [0.0, 0.0, 0.0], [0.0, 0.1, 0.1], [-0.1, 0.0, 0.0], [-0.1, -0.1, 0.0], [0.0, -0.1, 0.0], [0.0, 0.0, 0.0]]
}